i) Computed, not measured: a structure of composition C33H32N8O4PS6Y, with ωB97M-V/def2-TZVPD.

Structure (XYZ):
```
85
Properties=species:S:1:pos:R:3
Y 1.18910 -0.13802 -0.43901
S 1.25082 2.53841 4.19523
C 2.69044 2.86917 3.24924
C 3.24882 4.16466 3.33827
C 4.36444 4.57192 2.63430
C 5.01460 3.68002 1.78694
C 4.51158 2.39819 1.68068
C 3.37285 1.98952 2.38265
S 2.99643 0.29867 1.92531
C 1.99414 -0.43996 3.21478
C 0.50991 -0.22493 3.09552
C -0.29847 -0.60226 4.17151
C -1.61262 -0.20518 4.19157
C -2.07855 0.61933 3.17114
C -1.22334 0.91058 2.12482
C -1.56710 1.99354 1.14151
S -1.48927 1.44169 -0.57763
C -1.02998 2.94986 -1.38119
C -1.98173 3.59641 -2.16540
C -1.67100 4.76470 -2.84058
C -0.38782 5.28920 -2.70582
C 0.56057 4.64690 -1.93248
C 0.28388 3.44221 -1.25939
S 1.54515 2.65793 -0.35086
N 0.01010 0.39074 2.02788
H 2.73784 4.85769 3.99550
H 4.72406 5.58961 2.74419
H 5.88745 3.97203 1.21679
H 4.99685 1.68179 1.02551
H 2.28583 -0.00895 4.17014
H 2.23493 -1.50401 3.21628
H 0.14103 -1.14329 4.99888
H -2.25806 -0.47179 5.02033
H -3.06647 1.05919 3.20319
H -0.79861 2.76231 1.25744
H -2.54608 2.41488 1.36483
H -2.97283 3.16434 -2.24124
H -2.41301 5.25789 -3.45572
H -0.11890 6.20623 -3.21838
H 1.56129 5.05092 -1.84420
O 3.22180 -0.36396 -3.51810
S 3.28061 -1.29933 -2.40461
O 3.28106 -0.50030 -1.09394
O 4.38063 -2.23098 -2.43731
S 1.49555 -2.29959 -2.27876
C -0.48594 1.42431 -5.35430
C 0.66272 1.96084 -4.80873
C 1.06862 1.53910 -3.54971
N 0.38872 0.64076 -2.84282
C -0.69505 0.09682 -3.39500
C -1.18145 0.46204 -4.63458
H -0.83390 1.73697 -6.33168
H 1.25262 2.69860 -5.33461
H 1.96022 1.92928 -3.07875
H -1.19108 -0.67268 -2.81459
H -2.07617 -0.00676 -5.02157
O 1.33223 -2.13924 0.87621
N 2.50715 -2.60083 1.11843
C 2.64363 -3.90526 1.13628
C 3.92114 -4.45552 1.47303
N 4.92105 -4.95675 1.74379
C 1.55919 -4.80447 0.86593
N 0.68335 -5.52920 0.68439
C -4.11318 -2.97285 1.01583
N -4.14895 -2.42882 -0.34202
C -3.90358 -3.52137 -1.28298
N -2.68154 -4.27218 -1.03579
C -2.70285 -4.75487 0.34620
N -2.89442 -3.69797 1.34143
C -1.73075 -2.80047 1.39320
P -1.38755 -1.94784 -0.21563
C -3.13735 -1.37386 -0.49334
C -1.48505 -3.45336 -1.29046
H -4.95489 -3.66416 1.12071
H -4.24294 -2.15103 1.72456
H -3.87395 -3.11225 -2.29615
H -4.74707 -4.21542 -1.21425
H -1.77307 -5.28111 0.55306
H -3.53893 -5.45524 0.44203
H -0.84211 -3.36694 1.66865
H -1.88807 -2.04423 2.16578
H -3.22818 -0.92673 -1.48703
H -3.36463 -0.57256 0.21428
H -0.58885 -4.04939 -1.11819
H -1.46711 -3.15335 -2.34146
```

As for the HOMO energy: -1.67 eV. The total charge is -2. As for the spin multiplicity: 1. The molar mass comes out at 916.95 g/mol. Its HOMO-LUMO gap is 5.5004 eV.

---

ii) Computed, not measured: a structure of composition C33H32N8O4PS6Y, with ωB97M-V/def2-TZVPD.

Structure (XYZ):
```
85
Properties=species:S:1:pos:R:3
Y 1.95443 0.02998 1.33265
S -0.20697 1.14668 2.52845
C -1.29387 0.10178 3.37845
C -2.54747 0.60768 3.74945
C -3.46287 -0.16702 4.42285
C -3.15627 -1.48182 4.75025
C -1.91567 -1.99282 4.41155
C -0.98637 -1.21762 3.73535
S 0.63813 -1.88792 3.35905
C 0.05893 -3.17442 2.19105
C 0.91233 -3.36832 0.98335
C 0.83953 -4.71392 0.44155
C 1.13353 -4.91612 -0.84395
C 1.52593 -3.74552 -1.66125
C 2.20143 -2.71022 -0.79695
C 3.28673 -2.06512 -1.22365
S 2.03073 0.96718 -1.36415
C 0.95383 0.49208 -2.62845
C 1.23113 0.89378 -3.94675
C 0.36723 0.63348 -4.98345
C -0.83417 -0.03232 -4.75055
C -1.13717 -0.44042 -3.46865
C -0.25117 -0.20492 -2.42235
S -0.64667 -0.87962 -0.84345
N 1.58753 -2.41572 0.43065
H -2.77547 1.63138 3.49585
H -4.42347 0.25078 4.69605
H -3.87357 -2.09452 5.28035
H -1.66057 -3.01102 4.67095
H -0.94127 -2.86992 1.86875
H -0.01027 -4.11482 2.73775
H 0.52773 -5.51462 1.09425
H 1.04933 -5.88482 -1.31855
H 2.19513 -4.03902 -2.47465
H 3.72833 -2.30872 -2.17725
H 3.78163 -1.31082 -0.63515
H 2.15473 1.42308 -4.12205
H 0.62023 0.95868 -5.98575
H -1.52217 -0.23362 -5.56065
H -2.05677 -0.97192 -3.25935
O 4.03423 -0.61162 1.30715
S 4.05723 -0.94442 2.78445
O 2.90043 -0.16202 3.33645
O 5.32403 -0.61482 3.39955
S 3.63883 -2.85682 2.95665
C -1.43517 -4.71852 -3.06895
C -2.16337 -4.42642 -1.87035
C -1.80307 -3.32852 -1.16135
N -0.70917 -2.59642 -1.43885
C 0.27533 -3.07562 -2.37585
C -0.32597 -4.03092 -3.36025
H -1.83587 -5.44232 -3.76915
H -3.03627 -4.99882 -1.60205
H -2.40497 -2.94772 -0.34765
H 0.70793 -2.21522 -2.90295
H 0.20303 -4.16092 -4.29305
O 2.75333 2.00278 1.30005
N 2.83163 2.56378 2.46665
C 3.45743 3.71238 2.56585
C 3.56673 4.35328 3.81365
N 3.69973 4.95938 4.78265
C 4.02713 4.43518 1.49005
N 4.44783 5.04788 0.61215
C -0.74257 4.94578 -1.07505
N -0.59987 4.55298 0.30835
C -1.91067 4.38068 0.90815
N -2.79667 3.49068 0.16755
C -2.84807 3.91958 -1.21595
N -1.54537 4.01248 -1.84885
C -0.89867 2.71548 -1.94345
P -0.56757 1.81838 -0.30015
C 0.20943 3.36568 0.44405
C -2.33867 2.11678 0.26845
H 0.24913 5.03008 -1.52685
H -1.23587 5.92678 -1.10615
H -2.38987 5.36808 0.96265
H -1.77827 3.97848 1.91525
H -3.30667 4.91738 -1.25005
H -3.47197 3.22128 -1.78395
H 0.06093 2.85588 -2.45035
H -1.52767 2.07848 -2.57585
H 1.16713 3.51148 -0.07055
H 0.40033 3.21128 1.50715
H -2.43467 1.78928 1.30425
H -2.98137 1.48088 -0.35475
```

As for the HOMO energy: -2.42 eV. The total charge is -2. As for the spin multiplicity: 1. The molar mass comes out at 916.95 g/mol. Its HOMO-LUMO gap is 6.3986 eV.

---

Stability, lowest: ii)

---

i) Computed, not measured: the ion C4H13N2 with charge +1, with ωB97M-V/def2-TZVPD.

Structure (XYZ):
```
19
Properties=species:S:1:pos:R:3
C -0.03576 1.43836 0.60772
N -0.29656 0.21501 -0.21492
C -1.76524 -0.02369 -0.23964
C 0.21318 0.42847 -1.58182
C 0.25290 -1.05156 0.68709
N 1.62821 -1.10476 0.81836
H -0.06574 1.20057 1.66480
H -0.80388 2.17294 0.41756
H 0.93186 1.84520 0.34558
H -1.98528 -0.95520 -0.75296
H -2.12241 -0.10384 0.78531
H -2.26327 0.77490 -0.79079
H -0.32230 -0.20733 -2.28858
H 1.27781 0.19723 -1.64323
H 0.03664 1.46117 -1.87093
H -0.29775 -0.76716 1.58006
H -0.19085 -1.87589 0.13878
H 2.07383 -1.74628 0.18009
H 2.10025 -0.21348 0.77643
```

As for the HOMO energy: -14.64 eV. The total charge is +1. As for the spin multiplicity: 1. The molar mass comes out at 89.16 g/mol. Its HOMO-LUMO gap is 11.7915 eV. The SMILES is C[N+](C)(C)CN.

---

ii) Computed, not measured: a cluster of 2 separate species, C4H13N2 in total, with ωB97M-V/def2-TZVPD.

Structure (XYZ):
```
19
Properties=species:S:1:pos:R:3
C -0.96548 1.26191 -1.23567
C -1.48327 0.12754 -0.42813
C -0.84896 0.20227 0.97855
C 1.06923 -0.38486 2.25594
N 0.56858 0.09395 0.93388
N 1.34305 -1.07542 -2.16575
H -1.54178 1.38128 -2.10371
H -1.06828 2.24427 -0.79969
H 0.02043 1.12142 -1.46329
H -2.60788 -0.09377 -0.47416
H -1.26057 -0.65277 1.61625
H -1.13881 1.06878 1.53552
H 0.55261 0.07758 3.14120
H 2.08578 -0.03917 2.53200
H 0.98951 -1.50883 2.36042
H 1.33136 -0.82186 -1.21760
H -0.88320 -0.72722 -0.78799
H 1.66431 -2.04962 -2.33791
H 1.84600 -0.37098 -2.80216
```

As for the HOMO energy: -13.14 eV. The total charge is +1. As for the spin multiplicity: 1. The molar mass comes out at 89.16 g/mol. Its HOMO-LUMO gap is 4.1629 eV.

---

iii) Computed, not measured: a structure of composition C4H13N2, with ωB97M-V/def2-TZVPD.

Structure (XYZ):
```
19
Properties=species:S:1:pos:R:3
C 4.11364 -0.93491 -1.05835
N -2.20217 0.65914 -0.61840
C -3.55049 0.42102 -0.11383
C 3.02203 -0.31909 -1.60618
N -0.63262 -0.46855 0.87956
C 0.22698 0.26809 1.78382
H 5.19470 -0.59320 -1.19905
H 3.91574 -1.93063 -0.70643
H -2.03541 1.38988 -1.36920
H -4.14286 1.36651 -0.10860
H -3.52235 -0.07186 0.86532
H -4.16087 -0.21689 -0.74352
H 2.90438 0.58634 -2.15775
H 2.00198 -0.83977 -1.43729
H -1.23197 0.12612 0.15025
H -1.34319 -0.92209 1.41860
H -0.34439 1.02702 2.36853
H 1.01366 0.80301 1.19172
H 0.77321 -0.35014 2.46077
```

As for the HOMO energy: -12.46 eV. The total charge is +1. As for the spin multiplicity: 1. The molar mass comes out at 89.16 g/mol. Its HOMO-LUMO gap is 3.4302 eV.

---

Stability, lowest: iii)

---

i) Computed, not measured: a cluster of 2 separate species, C4H13N2 in total, with ωB97M-V/def2-TZVPD.

Structure (XYZ):
```
19
Properties=species:S:1:pos:R:3
C 1.39509 1.03956 -2.32102
C 1.23501 1.08533 -1.01689
N 0.85464 -0.08238 -0.23174
C 1.50328 -0.14378 1.10512
H 1.29670 0.10519 -2.85813
H 1.63356 1.94042 -2.86238
H 1.31386 1.99093 -0.43190
H 1.06852 -0.92938 -0.75452
H 2.58277 -0.07156 0.99811
H 1.12092 0.66418 1.72165
H 1.26610 -1.10021 1.56865
C -2.13243 -1.03238 1.17500
N -1.77838 -0.06929 0.09683
H -1.57551 -1.95385 1.04545
H -1.87418 -0.59856 2.13637
H -3.19470 -1.25756 1.18573
H -2.22439 -0.36498 -0.76838
H -0.28837 -0.04944 -0.10179
H -2.20249 0.82775 0.31384
```

As for the HOMO energy: -14.24 eV. The total charge is +1. As for the spin multiplicity: 1. The molar mass comes out at 89.16 g/mol. Its HOMO-LUMO gap is 11.4354 eV.

---

ii) Computed, not measured: the ion C4H13N2 with charge +1, with ωB97M-V/def2-TZVPD.

Structure (XYZ):
```
19
Properties=species:S:1:pos:R:3
C 0.54868 2.41046 0.79543
N 0.41920 1.27203 -0.13336
C -0.04725 -0.16559 0.28237
C -1.54038 -0.06185 0.22762
C 0.55002 -1.10424 -0.74286
N 0.08389 -2.48955 -0.30216
H -0.33634 2.58775 1.39600
H 0.67157 3.24426 0.10515
H 1.49742 2.28990 1.35428
H -0.20126 1.55619 -0.89311
H 1.28820 1.06096 -0.63379
H 0.35826 -0.27738 1.29773
H -2.03169 -1.05090 0.24880
H -1.90684 0.25364 -0.74868
H -1.97026 0.54328 1.02468
H 0.40460 -1.02610 -1.81889
H 1.62740 -1.17919 -0.61257
H -0.73625 -2.91325 -0.73339
H 0.82645 -3.18084 -0.35532
```

As for the HOMO energy: -13.35 eV. The total charge is +1. As for the spin multiplicity: 1. The molar mass comes out at 89.16 g/mol. Its HOMO-LUMO gap is 10.1469 eV. The SMILES is C[NH2+][C@@H](C)CN.

---

iii) Computed, not measured: the ion C4H13N2 with charge +1, with ωB97M-V/def2-TZVPD.

Structure (XYZ):
```
19
Properties=species:S:1:pos:R:3
C 0.58657 1.91285 1.19134
C 0.19533 0.55097 0.63906
N -1.27617 0.62059 0.42249
C 1.03496 -0.23949 -0.39268
C 0.27120 -1.18877 -1.39763
N -0.82777 -1.88681 -0.64122
H -0.38156 2.43222 1.40948
H 1.10088 2.65435 0.53926
H 1.19633 1.81614 2.13993
H 0.20407 -0.07231 1.46388
H -1.41200 1.57620 0.11072
H -1.69724 0.71571 1.36551
H 1.85281 -0.80927 -0.02965
H 1.61049 0.43479 -1.03615
H -0.06444 -0.63665 -2.26857
H 0.88923 -1.94743 -1.83466
H -1.63822 -2.16162 -1.29861
H -1.25598 -1.05680 -0.11658
H -0.38851 -2.71468 -0.26591
```

As for the HOMO energy: -14.51 eV. The total charge is +1. As for the spin multiplicity: 1. The molar mass comes out at 89.16 g/mol. Its HOMO-LUMO gap is 11.2486 eV. The SMILES is C[C@@H](N)CC[NH3+].

---

Stability, lowest: iii)

---

i) Computed, not measured: a cluster of 2 separate species, C2H3NO3S in total, with ωB97M-V/def2-TZVPD.

Structure (XYZ):
```
10
Properties=species:S:1:pos:R:3
C 1.12293 2.03682 -0.45523
C -0.05008 -0.01682 0.05955
N 0.13596 4.25061 -0.95718
O 2.25571 2.02418 -0.33932
O -1.74447 4.40092 -2.52342
O 0.03048 1.44000 -0.35791
S -0.74997 3.55446 -1.98053
H 0.92611 -0.02982 0.57399
H 0.00385 -0.45726 -0.87293
H -1.05603 -0.03525 0.55059
```

As for the HOMO energy (spin up / spin down): -9.00 / -9.02 eV. As for the spin multiplicity: 1. The molar mass comes out at 121.12 g/mol. Its HOMO-LUMO gap (spin up / spin down) is 8.0560 / 8.0781 eV.

---

ii) Computed, not measured: the molecule C2H3NO3S, with ωB97M-V/def2-TZVPD.

Structure (XYZ):
```
10
Properties=species:S:1:pos:R:3
C -0.19727 1.10877 0.11291
C -0.28032 -0.29315 -0.37475
N -0.95015 2.05058 -0.29101
O -0.30640 -0.24322 -3.11335
O -2.14472 -1.46788 -1.99299
O -1.90487 2.04332 -1.07359
S -1.23548 -0.35693 -2.02450
H 0.59083 1.39886 0.78970
H 0.70975 -0.69635 -0.56635
H -0.87887 -0.92823 0.27252
```

As for the HOMO energy (spin up / spin down): -9.37 / -10.61 eV. As for the spin multiplicity: 1. The molar mass comes out at 121.12 g/mol. Its HOMO-LUMO gap (spin up / spin down) is 7.9196 / 8.7709 eV.

---

iii) Computed, not measured: the molecule C2H3NO3S, with ωB97M-V/def2-TZVPD.

Structure (XYZ):
```
10
Properties=species:S:1:pos:R:3
C -1.03102 1.23081 -0.41857
C 0.13714 -1.65584 0.42911
N -1.76185 1.12107 0.54493
O 1.11358 0.64813 1.18259
O 2.15063 -0.43234 -0.75571
O -0.09990 0.58805 -1.04070
S 1.04101 -0.18280 0.05674
H -1.09137 2.30334 -0.86277
H -0.15348 -1.64885 1.39341
H -0.30476 -1.97157 -0.52902
```

As for the HOMO energy (spin up / spin down): -10.40 / -11.10 eV. As for the spin multiplicity: 1. The molar mass comes out at 121.12 g/mol. Its HOMO-LUMO gap (spin up / spin down) is 8.1039 / 9.9830 eV.

---

Stability, lowest: iii)